Entry 1:
C2H2OS in the gas phase in a non-equilibrium geometry. Source: OMol25; level of theory: ωB97M-V/def2-TZVPD.

Last column: natural (NBO) charge in e.
Geometry (Å):
S -0.2356 -1.6726 -0.9484  -0.009
O -0.2420 2.4778 0.6490  -0.441
C 0.0361 1.4239 0.2464  0.694
C 0.1906 0.1065 0.0063  -0.646
H 1.2586 0.0282 0.0281  0.245
H -1.0077 -2.3639 0.0186  0.156

Summary:
Orbital gap (eV): 8.544
Energy relative to the best compared isomer or geometry (same formula, charge and spin) (kcal per mole): 35.90
SMILES string: O=C=CS
Calculated total energy (eV): -14986.1546

Entry 2:
C2H2OS in the gas phase in a non-equilibrium geometry. Source: OMol25; level of theory: ωB97M-V/def2-TZVPD.

Last column: natural (NBO) charge in e.
Geometry (Å):
S 1.8482 1.1953 -0.0219  0.083
O 2.3338 -1.5592 -0.0236  -0.462
C 0.4647 0.0195 0.0347  -0.588
C 1.7230 -0.5781 0.0466  0.494
H -0.2844 -0.0272 0.7996  0.241
H -0.0817 -0.0535 -0.8485  0.232

Summary:
Orbital gap (eV): 10.459
Energy relative to the best compared isomer or geometry (same formula, charge and spin) (kcal per mole): 1.68
SMILES string: O=C1CS1
Calculated total energy (eV): -14987.6387

Calculated molar mass (g mol⁻¹), listed in the same order as above: 74.1; 74.1